Run a
25
Properties=species:S:1:pos:R:3:mulliken_spin:R:1 method="wB97M-V/def2-TZVPD" lumo_energy_ev="0.46 / 0.43" orbital_gap_ha="0.127 / 0.362" homo_ev="-3.0 / -9.4" multiplicity=2
N 2.01770 -0.51599 -1.87169 2.54
C 1.04406 -1.60004 -1.42944 0.49
C -0.27975 -0.91173 -1.08427 0.07
N 0.15082 0.07470 -0.09401 -0.12
C 1.34012 0.40335 2.05878 0.16
C 0.08492 -0.28574 1.33632 -0.05
C -1.21260 -0.00991 1.97326 0.02
H 1.76407 0.11208 -2.64399 -0.65
H 1.87856 0.16596 -1.01645 -0.10
H 3.00844 -0.82801 -1.87563 -0.91
H 1.58022 -2.06110 -0.46918 -0.08
H 0.99226 -2.37457 -2.21206 -0.23
H -1.04384 -1.61146 -0.71725 0.02
H -0.83320 -0.46170 -2.03951 -0.10
H -0.31768 1.07689 -0.13052 0.01
H 1.16966 0.18176 3.12737 0.02
H 1.31788 1.49890 1.94964 0.02
H 2.21835 -0.17162 1.64615 -0.14
H 0.40880 -1.41049 1.40955 0.02
H -1.28809 1.03529 2.18896 0.01
H -2.08048 -0.40381 1.46740 0.01
H -1.20919 -0.58054 2.98637 -0.01
H -3.10030 2.21629 -1.48454 -0.01
H -3.50694 2.19707 -0.11541 0.00
O -2.74984 2.36655 -0.67986 0.02

Run b
25
Properties=species:S:1:pos:R:3:mulliken_spin:R:1 method="wB97M-V/def2-TZVPD" lumo_energy_ev="0.76 / 0.64" orbital_gap_ha="0.131 / 0.405" homo_ev="-2.8 / -10.4" multiplicity=2
C 0.84703 2.25320 0.56769 -0.01
C 1.25840 0.84249 0.19585 -0.05
C 0.67063 0.25418 -1.08254 0.41
C 0.95078 -1.25570 -1.31954 -0.15
C 0.38103 -2.20491 -0.27172 0.77
N -1.10175 -2.04322 -0.08286 1.63
N -0.33135 2.28421 1.48742 0.11
H 1.65230 2.87871 0.95301 -0.01
H 0.45757 2.74474 -0.33455 0.00
H 2.34215 0.78156 0.05477 -0.03
H 1.08325 0.17968 1.05219 0.02
H 1.01369 0.74689 -2.00841 -0.01
H -0.39227 0.43899 -1.29699 -0.03
H 0.52278 -1.50049 -2.29270 -0.21
H 2.02852 -1.41956 -1.38149 -0.02
H 0.58249 -3.25061 -0.50166 -0.32
H 0.82279 -2.05030 0.71292 0.08
H -1.39829 -2.68571 0.67058 -0.42
H -1.42604 -1.01861 0.14094 -0.10
H -1.59848 -2.27321 -0.97353 -0.61
H -0.71621 3.22666 1.47731 -0.02
H 0.03898 2.16703 2.43071 -0.03
H -2.06988 0.76996 1.02628 0.13
H -3.11725 0.20771 0.04585 -0.13
O -2.50087 -0.07367 0.73048 -0.01

The data favor run b; the next most stable structure lies 0.0555 hartree above it.

Run a
18
Properties=species:S:1:pos:R:3:mulliken_charge:R:1 method="wB97M-V/def2-TZVPD" lumo_energy_ev=1.10 orbital_gap_ha=0.377 smiles="C=C(CC)CC" homo_ev=-9.2
C 1.95777 0.23845 0.19657 -1.06
C 0.62631 0.13754 0.00894 0.65
C -0.00191 -1.22538 -0.05140 -0.58
C -0.55911 -1.55776 -1.43805 -1.13
C -0.26239 1.32757 0.09804 -0.34
C -1.32891 1.14035 1.17892 -1.29
H 2.58258 -0.62977 0.31374 0.28
H 2.34045 1.23730 0.37158 0.28
H -0.80509 -1.28729 0.67455 0.31
H 0.78297 -1.94630 0.19547 0.34
H -1.46785 -2.15077 -1.40131 0.30
H 0.31855 -1.94982 -1.94525 0.33
H -0.93653 -0.73467 -2.04406 0.32
H -0.84486 1.53814 -0.81290 0.23
H 0.26614 2.20317 0.47195 0.32
H -2.14770 0.48621 0.88785 0.33
H -1.77681 2.13070 1.43165 0.38
H -0.84060 0.82455 2.10775 0.33

Run b
18
Properties=species:S:1:pos:R:3:mulliken_charge:R:1 method="wB97M-V/def2-TZVPD" lumo_energy_ev=1.15 orbital_gap_ha=0.361 smiles=CC[C@H]1C[C@@H]1C homo_ev=-8.7
C -0.59770 1.90251 -0.35249 -1.21
C -1.35316 0.74259 0.26558 -0.25
C -0.80513 -0.59887 -0.15807 -0.44
C -0.01092 -1.40838 -1.15501 -0.55
C 0.77911 -0.58522 -0.20446 0.18
C 1.61794 -0.77010 1.04980 -1.24
H -1.19343 2.81330 -0.38197 0.34
H 0.32762 2.09510 0.20082 0.30
H -0.30969 1.62645 -1.37087 0.27
H -1.13437 0.69131 1.34962 0.20
H -2.44324 0.85742 0.21596 0.42
H -1.43891 -1.34798 0.34978 0.24
H -0.12406 -2.43246 -0.82364 0.28
H 0.08696 -1.26278 -2.22445 0.24
H 1.25158 0.20860 -0.80717 0.27
H 0.94582 -0.64846 1.90563 0.28
H 2.34530 0.05648 1.13380 0.30
H 2.16826 -1.71068 1.14438 0.36

Run c
18
Properties=species:S:1:pos:R:3:mulliken_charge:R:1 method="wB97M-V/def2-TZVPD" lumo_energy_ev=1.07 orbital_gap_ha=0.322 homo_ev=-7.7
C 1.66417 0.87266 -0.57300 -0.97
C 1.69626 -0.41251 0.25695 -0.41
C 0.53093 -1.12302 -0.32394 -0.23
C -0.81470 -1.30976 0.23579 -0.57
C -0.98147 0.08067 -0.30226 -0.01
C -1.79887 1.04226 0.62590 -1.22
H 1.58696 0.80584 -1.64441 0.29
H 0.37177 0.88014 -0.44402 0.02
H 2.67029 1.32497 -0.50633 0.40
H 1.48787 -0.12429 1.29208 0.20
H 2.62704 -0.99686 0.21477 0.38
H 0.73629 -1.57137 -1.28916 0.31
H -0.83676 -1.33268 1.32424 0.29
H -1.43917 -2.09141 -0.20424 0.25
H -1.35472 0.07609 -1.32478 0.29
H -2.88012 0.75749 0.68106 0.33
H -1.79158 2.08821 0.31183 0.35
H -1.47420 1.03357 1.66950 0.31

The data favor run a; the next most stable structure lies 0.0578 hartree above it.

Run a
18
Properties=species:S:1:pos:R:3:mulliken_charge:R:1 method="wB97M-V/def2-TZVPD" lumo_energy_ev=1.19 orbital_gap_ha=0.423 smiles=C[C@H]1C[C@@H](C)C1 homo_ev=-10.3
C -1.98902 0.21907 0.65575 -1.52
C -1.06220 0.29687 -0.54942 0.55
C 0.21112 1.15689 -0.34025 -1.06
C 1.11037 -0.08949 -0.53896 0.55
C 1.92352 -0.47921 0.69310 -1.54
C -0.16037 -0.94044 -0.79782 -0.99
H -1.42497 -0.04065 1.56051 0.29
H -2.76760 -0.54084 0.51878 0.37
H -2.48275 1.18163 0.83774 0.36
H -1.64312 0.58086 -1.43524 0.37
H 0.30297 1.54997 0.67683 0.33
H 0.34982 1.98538 -1.04071 0.28
H 1.77488 -0.02974 -1.40926 0.38
H 2.34467 -1.48659 0.59396 0.38
H 2.75146 0.21977 0.86550 0.36
H 1.30073 -0.47123 1.59832 0.30
H -0.23295 -1.35515 -1.80792 0.26
H -0.30658 -1.75708 -0.08091 0.34

Run b
18
Properties=species:S:1:pos:R:3:mulliken_charge:R:1 method="wB97M-V/def2-TZVPD" lumo_energy_ev="-0.74 / -0.72" orbital_gap_ha="0.318 / 0.323" homo_ev="-9.4 / -9.5"
C -1.10097 0.65942 1.07158 -1.10
C -1.24837 -0.71510 0.42546 -0.27
C 0.08110 -1.48690 0.37229 -0.66
C 1.04476 -0.89434 -0.61861 -0.12
C 2.08884 -0.13199 -0.30190 -0.72
C 0.15313 2.31354 -1.26011 -0.36
H -0.32512 1.26873 0.58017 0.20
H -0.79728 0.56549 2.12126 0.32
H -2.03847 1.22437 1.04246 0.31
H -1.98213 -1.30461 0.98937 0.31
H -1.65006 -0.61309 -0.59249 0.28
H -0.11763 -2.53384 0.10976 0.30
H 0.53531 -1.48816 1.37209 0.32
H 0.83036 -1.09113 -1.67165 0.33
H 2.33404 0.08889 0.73560 0.23
H 2.73888 0.29940 -1.05826 0.29
H 0.41509 1.53832 -2.01389 0.16
H -0.96147 2.30100 -1.30315 0.19

The data favor run a; the next most stable structure lies 0.1743 hartree above it.

Run a
19
Properties=species:S:1:pos:R:3:mulliken_charge:R:1 method="wB97M-V/def2-TZVPD" lumo_energy_ev=-9.65 orbital_gap_ha=0.165 homo_ev=-14.2 charge=+1
C -1.32399 1.64727 0.60965 -0.45
C -1.20647 2.63087 -0.29927 -0.24
N 2.39116 0.88799 -1.66652 -0.40
C 2.18224 0.41578 -0.44839 0.62
N 3.14798 0.46718 0.50589 -0.45
N 1.02850 -0.20083 -0.13769 -0.36
H -0.96655 0.64074 0.41583 0.29
H -1.80404 1.83122 1.56616 0.28
H -6.21361 -9.21833 5.62263 0.00
H -0.78043 2.42544 -1.28080 0.23
H -1.56413 3.63248 -0.10959 0.26
H 3.39348 0.94294 -1.87781 0.27
H 2.83495 0.17442 1.41388 0.27
H 3.73292 1.28169 0.51149 0.26
H 0.44931 -0.38752 -0.99295 0.37
H -5.87579 -9.72347 5.19751 0.00
H -0.19634 0.67185 -3.68822 0.30
H 0.85874 0.96869 -2.57945 0.43
O -0.08793 0.91162 -2.76235 -0.67

Run b
19
Properties=species:S:1:pos:R:3:mulliken_charge:R:1 method="wB97M-V/def2-TZVPD" lumo_energy_ev=-2.92 orbital_gap_ha=0.408 homo_ev=-14.0 charge=+1
C 0.58258 -0.45870 3.04591 -0.67
O 0.05608 -0.62877 1.72329 -0.43
H -0.89728 -0.73290 1.82747 0.27
H -0.05826 0.02953 3.78111 0.29
H 0.81675 -1.44260 3.44962 0.28
H 1.48236 0.15159 2.99695 0.23
C -0.85826 -1.36064 -0.80314 -0.86
C 0.12121 0.80366 -1.58733 0.82
N 1.05930 0.83842 -0.64590 -0.32
N -0.74924 -0.18434 -1.64051 -0.18
N -0.05319 1.93313 -2.28435 -0.37
H 1.29073 -0.01351 -0.16141 0.17
H 1.63297 1.60976 -0.35639 0.21
H -1.41483 -0.15603 -2.39738 0.21
H -0.69356 1.93316 -3.05975 0.19
H 0.41966 2.81416 -2.19361 0.20
H -1.64497 -1.20728 -0.06707 0.23
H -0.00169 -1.68705 -0.22769 0.39
H -1.09034 -2.24158 -1.39982 0.33

Run c
19
Properties=species:S:1:pos:R:3:mulliken_charge:R:1 method="wB97M-V/def2-TZVPD" lumo_energy_ev=-3.15 orbital_gap_ha=0.378 homo_ev=-13.4 charge=+1
N 2.31312 -0.41444 -2.03982 -0.34
C 1.62891 0.71271 -2.32470 0.04
N 0.55384 0.96129 -1.60430 -0.68
H 1.74026 -1.20591 -1.78028 0.18
H 3.31014 -0.57782 -2.12189 0.22
H 2.11028 1.36788 -3.07352 0.33
H 0.13790 1.81999 -1.98711 0.16
C -0.34618 -0.12571 2.04294 -0.39
O -0.71470 0.63108 3.20014 -0.50
C -1.64608 -0.29195 1.25413 -0.52
N -1.34610 -0.62835 -0.18038 -0.17
H 0.08541 -1.08209 2.32992 0.30
H 0.37870 0.42693 1.45168 0.34
H 0.11284 0.94580 3.59074 0.32
H -2.27851 -1.08573 1.67897 0.34
H -2.20358 0.66147 1.23648 0.32
H -1.04841 -1.57851 -0.29978 0.39
H -0.61284 -0.00664 -0.64650 0.27
H -2.17502 -0.53002 -0.72672 0.37

Run d
19
Properties=species:S:1:pos:R:3:mulliken_charge:R:1 method="wB97M-V/def2-TZVPD" lumo_energy_ev=-4.59 orbital_gap_ha=0.303 homo_ev=-12.8 charge=+1
C 1.87325 -1.21791 -0.26677 -1.38
C -1.85414 1.25960 -0.46922 0.38
C 0.71657 -0.37929 0.37321 0.68
N -1.93052 0.20985 -1.26996 -0.22
N 0.41453 -0.92328 1.65916 -0.69
N 1.14021 1.09851 0.41394 -0.53
O -2.85044 2.17506 -0.29331 -0.35
H 2.69003 -1.38977 0.39702 0.39
H 1.50549 -2.22723 -0.65695 0.33
H 2.37141 -0.63157 -1.12147 0.39
H -0.17669 -0.54410 -0.24999 -0.37
H -1.05828 -0.35733 -1.36714 0.32
H -2.79394 -0.10830 -1.69748 0.25
H 1.07508 -0.81349 2.47040 0.27
H 0.35850 -1.94879 1.57703 0.25
H 1.91842 1.12309 -0.26559 0.24
H -1.12496 1.44973 0.32371 0.41
H 1.30356 1.21716 1.39354 0.28
H -3.57808 2.00806 -0.95012 0.36

The data favor run b; the next most stable structure lies 0.0179 hartree above it.